# 1
Here is C3H3NO2 as an isolated structure from OMol25. Energies are from wB97M-V/def2-TZVPD.

ORCA input file:
```
! RIJCOSX wB97M-V def2-TZVPD def2/J DEFGRID3
* xyz 0 1
C -0.042 -1.390 0.662
C -0.962 -0.486 0.118
C 0.864 -0.204 0.816
N -0.309 0.589 0.547
O 2.005 0.043 0.942
O -0.224 2.108 -1.833
H -0.155 -2.287 1.244
H -1.885 -0.523 -0.430
H 0.708 2.151 -2.066
*
```

The max |F| is 2.85 eV Å⁻¹. Its energy above the lowest of the compared OMol25 structures with the same formula, charge and spin is 148.8 kcal/mol.

# 2
Here is one molecule with the formula C3H9N3O from OMol25. Energies are from wB97M-V/def2-TZVPD.

ORCA input file:
```
! RIJCOSX wB97M-V def2-TZVPD def2/J DEFGRID3
* xyz 0 1
C -0.382 1.837 0.423
N 0.350 0.940 1.030
C 0.765 0.008 0.033
N 1.382 -1.119 0.633
O 1.669 0.469 -0.922
N -0.437 -0.402 -0.694
C -1.487 -1.084 0.038
H -0.224 2.217 -0.599
H -0.976 2.531 1.033
H 2.239 -1.309 0.130
H 1.653 -0.813 1.562
H 1.462 0.470 -1.864
H -0.667 0.064 -1.561
H -2.334 -0.409 0.193
H -1.794 -1.994 -0.483
H -1.219 -1.407 1.047
*
```

The SMILES is C=N[C@](N)(O)NC. The max |F| is 3.97 eV Å⁻¹. Its energy above the lowest of the compared OMol25 structures with the same formula, charge and spin is 66.6 kcal/mol.

# 3
Here is one molecule with the formula C4H6ClF from OMol25. Energies are from wB97M-V/def2-TZVPD.

ORCA input file:
```
! RIJCOSX wB97M-V def2-TZVPD def2/J DEFGRID3
* xyz 0 1
C -2.257 -0.252 -0.541
C -0.939 -0.724 -0.179
C -0.465 -0.399 1.263
C 0.162 0.229 0.032
F -0.125 1.601 -0.006
Cl 1.855 -0.288 -0.269
H -2.468 -0.302 -1.666
H -3.037 -0.873 -0.163
H -2.313 0.783 -0.122
H -0.608 -1.708 -0.483
H -1.114 0.399 1.607
H 0.122 -0.928 1.999
*
```

The SMILES is C[C@@H]1C[C@@]1(F)Cl. The max |F| is 2.75 eV Å⁻¹. Its energy above the lowest of the compared OMol25 structures with the same formula, charge and spin is 23.9 kcal/mol.

Among the records above, which one has the highest max |F|?
C3H9N3O